1.
DFT (wB97M-V/def2-TZVPD) results for a structure of composition C27H29FIN7O5STi in a non-equilibrium geometry.

Last column: Mulliken spin population.
Cartesian coordinates (Å):
Ti: 2.76 -1.45 -1.28  0.3516
C: -0.33 4.83 1.67  0.0053
C: 0.03 4.71 0.20  -0.0010
N: 0.30 3.33 -0.21  0.0776
C: 1.57 2.87 -0.12  0.0993
C: 1.95 1.63 -0.52  0.0528
C: 3.37 1.25 -0.26  -0.0161
O: 4.22 2.03 0.07  0.0117
O: 3.61 -0.07 -0.35  -0.0005
C: 0.96 0.77 -1.08  0.2002
O: 1.27 -0.42 -1.57  -0.0579
C: -0.40 1.18 -1.07  0.0133
C: -1.42 0.33 -1.52  0.1092
C: -2.72 0.77 -1.50  -0.0250
F: -3.68 -0.05 -1.98  -0.0017
C: -3.09 2.01 -1.01  0.0785
C: -2.07 2.87 -0.56  -0.0095
C: -0.74 2.48 -0.61  0.0356
N: -4.44 2.48 -0.98  0.0099
C: -5.48 1.53 -0.64  0.0076
C: -6.76 2.33 -0.29  0.0021
N: -6.38 3.78 -0.24  0.0000
C: -5.96 4.27 -1.60  0.0001
C: -4.85 3.32 -2.10  0.0118
H: -0.50 5.87 1.94  -0.0007
H: 0.48 4.45 2.29  0.0013
H: -1.23 4.26 1.90  0.0000
H: 0.93 5.29 -0.03  0.0022
H: -0.75 5.11 -0.45  -0.0021
H: 2.31 3.56 0.28  0.0107
H: -1.19 -0.65 -1.90  0.0256
H: -2.36 3.83 -0.15  0.0053
H: -5.16 0.94 0.22  -0.0021
H: -5.72 0.84 -1.45  -0.0005
H: -7.18 2.06 0.67  -0.0005
H: -7.53 2.24 -1.05  0.0003
H: -5.55 3.85 0.36  -0.0006
H: -7.13 4.36 0.15  0.0003
H: -5.62 5.30 -1.48  0.0000
H: -6.85 4.26 -2.23  0.0000
H: -4.00 3.89 -2.45  0.0004
H: -5.22 2.72 -2.94  -0.0022
N: 3.35 -4.56 5.03  0.0000
C: 2.74 -4.00 3.91  0.0002
C: 1.63 -4.60 3.33  0.0001
C: 1.05 -4.09 2.17  -0.0009
C: 1.60 -2.97 1.57  0.0008
C: 2.69 -2.34 2.15  0.0064
C: 3.26 -2.85 3.31  0.0016
S: 0.48 -3.32 -0.96  -0.0006
O: 1.07 -2.37 0.42  -0.0005
O: 0.15 -4.64 -0.48  -0.0001
N: 1.91 -3.31 -1.75  0.0036
C: 2.97 -4.04 -1.20  0.0019
N: 3.01 -5.36 -1.16  -0.0016
C: 4.07 -5.87 -0.53  0.0040
C: 5.07 -5.10 0.06  -0.0005
C: 4.95 -3.73 -0.07  0.0102
N: 3.91 -3.21 -0.71  -0.0028
H: 2.76 -5.14 5.60  0.0000
H: 3.90 -3.92 5.59  0.0000
H: 1.20 -5.49 3.78  0.0000
H: 0.18 -4.58 1.76  0.0000
H: 3.10 -1.45 1.71  -0.0047
H: 4.10 -2.34 3.76  0.0000
H: 4.11 -6.96 -0.48  0.0005
H: 5.90 -5.56 0.57  0.0000
H: 5.68 -3.04 0.33  -0.0004
I: 3.03 0.19 -4.39  0.0124
C: 3.87 -1.25 -3.05  -0.0231
H: 4.86 -0.86 -2.81  0.0018
H: 3.94 -2.17 -3.61  -0.0007

Values from the calculation:
Gap between HOMO and LUMO (spin up / spin down) in eV: 4.695 / 6.208
Highest occupied orbital energy (spin up / spin down) in eV: -7.7950 / -9.3088
Relative energy (zero: lowest compared OMol25 entry of this formula, charge and spin) in kJ/mol: 112.6
Spin multiplicity: 2
LUMO energy (spin up / spin down) in eV: -3.10 / -3.10
Net charge: +1
DFT total energy in eV: -93901.777



2.
DFT (wB97M-V/def2-TZVPD) results for a structure of composition C4H16AsBBaF4N5O9P2.

Last column: Löwdin charge in e.
Cartesian coordinates (Å):
Ba: 1.09 -1.09 -0.53  1.9421
N: 1.17 1.15 2.66  0.0663
N: 0.12 0.87 3.55  -0.0184
C: -1.17 1.09 3.24  -0.4004
N: -2.10 0.75 4.16  0.1796
N: -1.35 1.66 2.05  0.1424
N: -2.62 1.91 1.62  -0.4298
O: -3.61 1.46 2.21  0.0114
O: -2.70 2.57 0.61  0.0302
H: 0.82 1.87 2.04  0.0697
H: 1.28 0.30 2.13  0.0305
H: 0.38 0.59 4.48  0.1453
H: -1.83 0.07 4.85  0.1110
H: -3.04 0.74 3.80  0.0797
O: -1.96 -4.27 -1.42  -0.1361
P: -0.84 -3.20 -1.69  0.0881
O: -0.09 -3.36 -2.95  -0.3041
O: -1.29 -1.80 -1.34  -0.5075
O: 0.27 -3.67 -0.46  -0.4504
P: -0.12 -3.58 1.11  0.1161
O: 0.84 -4.70 1.74  -0.1201
O: -1.55 -3.99 1.23  -0.3044
O: 0.37 -2.27 1.67  -0.4993
H: -2.12 -4.28 -0.44  0.0380
H: 0.43 -5.57 1.64  0.0727
C: 0.85 3.52 -1.95  -0.3301
As: 0.00 1.78 -1.77  0.9577
C: 0.65 0.96 -3.43  -0.3381
C: -1.81 2.23 -2.33  -0.3215
H: 0.61 3.97 -2.91  0.0242
H: 1.93 3.40 -1.86  0.0209
H: 0.50 4.17 -1.15  0.0187
H: 0.38 1.58 -4.29  0.0260
H: 0.22 -0.03 -3.57  0.0186
H: 1.74 0.87 -3.40  0.0241
H: -1.79 2.68 -3.32  0.0251
H: -2.23 2.93 -1.60  -0.0018
H: -2.41 1.33 -2.34  0.0301
F: 5.46 0.03 -0.70  0.1475
B: 4.24 -0.52 -0.41  -1.3019
F: 3.67 -1.13 -1.58  -0.0165
F: 4.26 -1.51 0.59  0.0965
F: 3.35 0.51 0.06  -0.0322

Values from the calculation:
Gap between HOMO and LUMO in eV: 9.338
Highest occupied orbital energy in eV: -7.0363
Relative energy (zero: lowest compared OMol25 entry of this formula, charge and spin) in kJ/mol: 172.6
LUMO energy in eV: 2.30
Net charge: -1
DFT total energy in eV: -121958.571



3.
DFT (wB97M-V/def2-TZVPD) results for a cluster of 2 separate species, C8H17NO in total in a non-equilibrium geometry.

Last column: Löwdin charge in e.
Cartesian coordinates (Å):
C: -2.28 1.98 0.33  -0.0422
N: -2.50 0.73 -0.52  0.0357
C: -2.00 -0.44 -0.03  -0.5375
C: -2.39 -1.87 -0.47  -0.0115
O: -1.25 -0.53 0.97  -0.0627
H: -1.62 1.68 1.00  -0.0056
H: -1.87 2.94 -0.07  0.0953
H: -3.13 2.26 0.98  0.0908
H: -3.31 0.51 -1.19  0.1641
H: -3.43 -1.99 -1.00  0.0921
H: -2.79 -2.26 0.61  0.1399
H: -1.69 -2.45 -0.96  0.0296
C: 1.02 0.75 -0.32  -0.1420
C: 1.10 -0.74 0.27  -0.2389
C: 2.49 -1.20 0.15  -0.2512
C: 3.44 -0.01 0.11  -0.2226
C: 2.57 1.19 -0.43  -0.2256
H: 0.44 0.59 -1.37  0.1396
H: 0.42 1.46 0.34  0.0882
H: 0.53 -1.58 -0.27  0.1260
H: 0.90 -0.55 1.29  0.0831
H: 2.52 -1.62 -0.91  0.1288
H: 2.95 -1.99 0.67  0.0839
H: 4.40 0.01 -0.64  0.1477
H: 3.66 0.57 1.04  0.0977
H: 2.83 1.50 -1.45  0.0728
H: 3.02 2.13 0.14  0.1244

Values from the calculation:
Gap between HOMO and LUMO in eV: 10.224
Highest occupied orbital energy in eV: -9.4555
Relative energy (zero: lowest compared OMol25 entry of this formula, charge and spin) in kJ/mol: 463.7
LUMO energy in eV: 0.77
SMILES string: CNC(C)=O.C1CCCC1
Net charge: 0
DFT total energy in eV: -12105.564



4.
DFT (wB97M-V/def2-TZVPD) results for an isolated molecule of C3H7NO2 in a non-equilibrium geometry.

Last column: Löwdin charge in e.
Cartesian coordinates (Å):
H: 0.53 -0.44 1.32  0.0476
N: -0.28 -1.06 1.42  0.0457
C: -1.28 -0.36 1.00  -0.2548
O: -1.35 0.49 -0.01  -0.0199
C: -0.25 0.80 -0.92  -0.1046
C: 1.08 0.15 -0.56  -0.3268
O: 1.01 -1.22 -0.74  -0.1303
H: -2.21 -0.34 1.58  0.1355
H: -0.18 1.89 -0.87  0.1250
H: -0.60 0.49 -1.91  0.1341
H: 1.27 0.40 0.53  0.1106
H: 1.92 0.69 -1.03  0.1315
H: 0.36 -1.50 0.17  0.1065

Values from the calculation:
Gap between HOMO and LUMO in eV: 10.534
Highest occupied orbital energy in eV: -9.7148
Relative energy (zero: lowest compared OMol25 entry of this formula, charge and spin) in kJ/mol: 361.1
LUMO energy in eV: 0.82
SMILES string: [H]/N=C\OCCO
Net charge: 0
DFT total energy in eV: -8806.786



5.
DFT (wB97M-V/def2-TZVPD) results for a cluster of 2 separate species, C3H8N3 in total in a non-equilibrium geometry.

Last column: Mulliken spin population.
Cartesian coordinates (Å):
C: -0.37 0.55 -1.14  0.5390
C: 1.78 -0.84 1.13  0.4752
C: 0.57 -1.23 1.45  0.4051
N: -2.18 1.54 0.17  0.2742
N: -1.28 0.79 -0.42  0.2051
N: 0.45 0.14 -1.99  -0.0473
H: 2.29 0.08 1.29  0.0174
H: -2.46 2.38 -0.20  -0.0087
H: 2.14 -1.43 0.29  0.0295
H: 0.02 -1.06 2.38  0.0231
H: 0.15 -2.08 1.00  0.0321
H: -2.56 1.17 1.03  -0.0117
H: 1.33 0.48 -2.29  0.0231
H: 0.12 -0.50 -2.71  0.0439

Values from the calculation:
Gap between HOMO and LUMO (spin up / spin down) in eV: 4.024 / 4.204
Highest occupied orbital energy (spin up / spin down) in eV: -8.4367 / -12.8635
Relative energy (zero: lowest compared OMol25 entry of this formula, charge and spin) in kJ/mol: 493.4
Spin multiplicity: 3
LUMO energy (spin up / spin down) in eV: -4.41 / -8.66
Net charge: +1
DFT total energy in eV: -7694.947



6.
DFT (wB97M-V/def2-TZVPD) results for a structure of composition C3H5NO2.

Last column: Löwdin charge in e.
Cartesian coordinates (Å):
C: -1.37 0.35 -0.35  -0.0037
C: -0.28 -0.68 -0.29  -0.4597
O: -0.20 -1.72 -0.85  0.1168
O: 0.20 -0.70 1.41  0.0099
C: 1.24 -0.02 1.12  -0.3178
N: 1.29 0.28 -0.13  0.1319
H: -2.30 -0.13 -0.02  0.0970
H: -1.15 1.21 0.28  0.0834
H: -1.49 0.67 -1.39  0.0946
H: 1.96 0.26 1.90  0.1406
H: 2.05 0.78 -0.57  0.1070

Values from the calculation:
Gap between HOMO and LUMO in eV: 10.978
Highest occupied orbital energy in eV: -10.0689
Relative energy (zero: lowest compared OMol25 entry of this formula, charge and spin) in kJ/mol: 174.8
LUMO energy in eV: 0.91
Net charge: 0
DFT total energy in eV: -8775.883



Which value of DFT total energy does entry 1 give? -93901.777 eV



Which value of DFT total energy does entry 4 give? -8806.786 eV



Look up the relative energy (zero: lowest compared OMol25 entry of this formula, charge and spin) of the second one. 172.6 kJ/mol